Molecular formula: C14H17NO3S
Method: DFT, wB97M-V/def2-TZVPD

Structure (XYZ):
```
36
Properties=species:S:1:pos:R:3:forces:R:3
C 0.83610 -2.77008 2.64569 2.08 -3.29 -2.86
C 1.29919 -1.96169 1.59233 2.25 2.25 -5.90
H 2.38544 -1.70744 1.87349 -1.61 0.54 -0.96
H 1.34820 -2.49145 0.54532 0.25 0.21 1.93
C 0.34085 -0.74566 1.17520 13.09 4.03 7.89
C 1.22351 0.38750 0.28705 0.98 -0.30 1.86
O 2.11859 1.26161 0.65567 -4.25 -3.92 -1.71
N 0.83598 0.07868 -0.98204 2.62 4.00 0.44
H 0.06113 -0.47834 -1.19315 -1.39 -0.77 -0.14
C 1.23100 1.07582 -1.95913 4.49 0.98 2.87
C 0.63815 0.81191 -3.15988 -9.86 -1.23 -6.65
O -0.57446 0.35528 -3.29742 3.60 0.56 1.87
S 1.19306 1.23374 -4.75325 3.44 0.76 2.43
C 2.96924 1.60566 -3.61929 -2.18 -4.26 -3.33
C 2.71095 0.76270 -2.44392 0.49 17.57 4.90
H 3.46609 1.38954 -1.63478 -1.82 -2.72 -1.62
H 2.80019 -0.09352 -2.53933 2.09 -14.56 -1.38
H 3.74933 1.37864 -4.30338 0.75 -0.59 -0.24
H 2.97558 2.56887 -3.43621 -0.27 4.83 0.91
H 1.23794 2.21090 -1.59908 -0.49 -2.48 -0.64
O -0.71857 -1.13222 0.67750 -6.55 -0.71 -1.78
C -1.65282 -0.18107 1.05779 -8.11 0.24 -1.40
C -2.03948 0.12752 2.40128 -4.80 4.30 -9.74
C -3.19727 0.97949 2.59441 0.82 -5.07 -3.42
C -4.09525 0.82977 1.48934 -5.55 9.73 14.80
C -3.89985 0.64080 0.30422 -3.31 0.65 -13.01
C -2.85411 0.04450 -0.08045 12.32 -4.82 1.99
H -2.35676 -0.46908 -0.90704 -1.36 0.88 -0.86
H -4.49209 1.01907 -0.62710 -0.07 -0.84 2.18
H -5.11685 1.74135 1.72705 2.60 -3.19 -0.65
H -3.48044 1.06856 3.59443 -0.78 0.90 1.23
H -1.52648 -0.20182 3.07571 5.84 -3.15 7.92
H 0.43862 -0.17541 2.31228 -1.31 -1.12 -2.86
H 1.34263 -3.70781 2.55590 1.33 -0.48 1.03
H 0.84211 -2.29350 3.48001 0.46 2.51 5.77
H -0.03944 -3.16285 2.49081 -5.76 -1.44 -0.89
```
Forces are in eV/Å.

maximum force: 18.56 eV Å⁻¹
DFT total energy: -1221.84659 hartree
energy relative to the best compared isomer or geometry (same formula, charge and spin): 1462.07 kJ/mol
spin multiplicity: 1
LUMO: 0.2 eV
E_HOMO: -8.7 eV